18 unconnected molecules or ions with the total composition C51H149N11O18 at a distorted geometry. Source: the OMol25 dataset; level of theory: wB97M-V/def2-TZVPD.

Computed properties:
Max |F| ... 3.8 eV/Å
Relative energy (zero: lowest compared OMol25 entry of this formula, charge and spin) ... 56.2 kcal per mole
Lowest unoccupied orbital energy ... 0.41 eV
Kohn-Sham gap ... 0.338 Eh

The geometry in ORCA input format:
```
! RIJCOSX wB97M-V def2-TZVPD def2/J DEFGRID3
* xyz 0 1
C 1.34 -1.76 6.57
C 2.20 -1.09 5.52
C 1.44 -0.79 4.23
O 0.77 -1.93 3.78
C 0.12 -1.72 2.58
N 2.80 0.14 6.08
H 0.41 -1.21 6.75
H 1.87 -1.83 7.52
H 1.01 -2.76 6.27
H 3.04 -1.74 5.28
H 2.15 -0.43 3.47
H 0.73 0.05 4.38
H 0.78 -1.31 1.80
H -0.68 -0.96 2.65
H -0.34 -2.61 2.18
H 3.19 0.58 5.25
H 2.03 0.74 6.40
C 7.10 1.43 3.48
C 5.67 0.95 3.50
C 4.69 2.09 3.74
O 3.38 1.61 3.58
C 2.47 2.54 3.07
N 5.36 0.27 2.20
H 7.82 0.74 3.93
H 7.18 2.33 4.12
H 7.51 1.73 2.52
H 5.53 0.16 4.24
H 4.84 2.93 3.06
H 4.83 2.41 4.79
H 2.28 3.38 3.75
H 1.52 2.04 2.92
H 2.78 2.96 2.10
H 5.52 0.94 1.44
H 4.33 0.23 2.23
C 3.14 0.17 -3.27
C 3.35 0.38 -4.77
C 4.84 0.47 -5.03
O 5.04 0.78 -6.39
C 6.38 1.09 -6.65
N 2.82 -0.84 -5.47
H 3.68 -0.67 -2.83
H 2.09 0.19 -3.00
H 3.58 1.03 -2.73
H 2.83 1.27 -5.14
H 5.36 -0.47 -4.79
H 5.35 1.24 -4.41
H 6.68 1.93 -6.01
H 6.46 1.38 -7.69
H 7.06 0.28 -6.37
H 3.17 -1.64 -4.93
H 3.25 -0.92 -6.39
C -2.80 -4.01 -2.88
C -2.84 -5.05 -1.76
C -1.64 -5.95 -1.77
O -1.57 -6.68 -2.96
C -0.94 -7.91 -2.77
N -2.85 -4.30 -0.47
H -2.52 -4.52 -3.82
H -2.03 -3.25 -2.70
H -3.78 -3.55 -3.03
H -3.79 -5.61 -1.80
H -1.63 -6.53 -0.84
H -0.74 -5.31 -1.72
H 0.05 -7.83 -2.30
H -0.79 -8.39 -3.74
H -1.54 -8.61 -2.18
H -2.48 -4.89 0.28
H -3.80 -4.07 -0.21
C -3.04 -2.50 3.51
C -2.78 -3.95 3.12
C -1.42 -4.14 2.52
O -1.38 -5.43 1.94
C -0.07 -5.83 1.63
N -3.03 -4.84 4.27
H -4.09 -2.35 3.77
H -2.79 -1.91 2.62
H -2.42 -2.19 4.35
H -3.57 -4.22 2.39
H -0.66 -3.97 3.30
H -1.17 -3.41 1.73
H 0.35 -5.36 0.73
H -0.06 -6.90 1.42
H 0.60 -5.64 2.47
H -3.98 -4.68 4.57
H -2.92 -5.82 4.06
C 4.80 -1.45 -0.17
C 5.62 -2.26 -1.15
C 6.36 -1.37 -2.13
O 6.73 -2.13 -3.25
C 7.79 -1.54 -3.95
N 6.44 -3.25 -0.45
H 4.15 -0.76 -0.73
H 5.41 -0.88 0.54
H 4.12 -2.06 0.43
H 4.89 -2.87 -1.69
H 7.22 -0.95 -1.58
H 5.75 -0.52 -2.47
H 7.55 -0.51 -4.22
H 8.05 -2.10 -4.85
H 8.71 -1.54 -3.35
H 6.78 -3.92 -1.14
H 7.26 -2.84 -0.01
C -1.98 3.18 -2.62
C -3.21 3.70 -1.91
C -3.13 3.49 -0.40
O -4.42 3.55 0.14
C -4.56 3.81 1.51
N -3.37 5.11 -2.24
H -2.10 3.21 -3.70
H -1.84 2.11 -2.42
H -1.08 3.67 -2.24
H -4.08 3.14 -2.27
H -2.46 4.26 0.02
H -2.69 2.51 -0.14
H -4.04 3.03 2.09
H -5.61 3.71 1.78
H -4.18 4.79 1.81
H -2.62 5.65 -1.80
H -4.22 5.50 -1.84
C -0.89 -0.39 -3.76
C -1.01 -1.35 -4.93
C -0.97 -0.62 -6.27
O -2.21 0.04 -6.48
C -2.12 1.13 -7.38
N 0.07 -2.35 -4.79
H -0.67 -0.81 -2.78
H -1.76 0.27 -3.65
H -0.10 0.33 -4.02
H -1.96 -1.91 -4.88
H -0.91 -1.40 -7.05
H -0.10 0.03 -6.30
H -1.63 0.75 -8.28
H -1.57 1.97 -6.96
H -3.12 1.48 -7.62
H -0.09 -3.07 -5.49
H 0.96 -1.91 -5.08
C -0.74 5.46 2.46
C -0.21 6.85 2.69
C 0.64 6.90 3.96
O 0.03 6.52 5.19
C -0.98 7.42 5.58
N 0.55 7.34 1.54
H -1.42 5.13 3.25
H 0.00 4.65 2.38
H -1.31 5.37 1.53
H -1.08 7.48 2.86
H 1.02 7.93 4.10
H 1.59 6.36 3.85
H -0.61 8.46 5.64
H -1.25 7.19 6.61
H -1.86 7.33 4.95
H 1.49 6.93 1.57
H 0.75 8.32 1.73
C 1.69 0.07 1.11
C 0.58 0.62 0.24
C -0.62 -0.31 0.35
O -1.66 0.22 -0.45
C -2.87 -0.47 -0.27
N 0.27 2.00 0.69
H 2.65 0.60 1.04
H 1.96 -0.92 0.72
H 1.43 -0.02 2.17
H 0.90 0.64 -0.81
H -0.90 -0.48 1.40
H -0.33 -1.29 -0.07
H -3.47 0.03 0.51
H -2.77 -1.50 0.07
H -3.43 -0.47 -1.21
H 0.03 1.90 1.69
H -0.64 2.29 0.31
C -6.09 -0.34 2.08
C -7.35 -1.06 1.68
C -8.61 -0.28 2.09
O -8.61 -0.24 3.51
C -9.83 0.21 4.04
N -7.31 -1.29 0.22
H -5.95 -0.26 3.17
H -5.99 0.68 1.69
H -5.22 -0.95 1.79
H -7.39 -2.02 2.19
H -9.48 -0.83 1.71
H -8.62 0.74 1.70
H -9.68 0.34 5.11
H -10.60 -0.57 3.93
H -10.18 1.16 3.63
H -8.24 -1.64 -0.04
H -7.40 -0.37 -0.24
C 2.51 3.94 -1.54
O 2.65 3.47 -0.19
H 1.52 3.72 -1.94
H 2.72 5.01 -1.61
H 3.25 3.43 -2.18
H 1.85 2.97 0.07
C -6.33 1.56 -1.58
O -7.68 1.29 -1.18
H -6.05 1.08 -2.52
H -6.26 2.63 -1.71
H -5.65 1.19 -0.81
H -8.26 1.42 -1.94
C 5.96 2.54 -0.89
O 5.10 2.26 0.18
H 5.98 3.63 -1.02
H 6.97 2.24 -0.64
H 5.64 2.08 -1.83
H 4.20 2.66 0.10
C -2.04 1.28 3.71
O -0.80 1.95 3.55
H -2.75 1.96 4.20
H -2.46 1.02 2.74
H -1.91 0.41 4.35
H -0.53 2.54 4.26
C 1.45 -2.84 -1.53
O 2.55 -3.59 -2.02
H 0.47 -3.30 -1.73
H 1.49 -2.76 -0.44
H 1.45 -1.86 -2.00
H 2.28 -4.05 -2.82
C -4.56 -0.75 -4.13
O -4.26 0.48 -4.76
H -5.60 -0.84 -3.82
H -4.23 -1.60 -4.74
H -4.01 -0.83 -3.18
H -3.55 0.27 -5.41
C 3.19 -2.86 1.36
O 3.14 -4.00 0.49
H 2.49 -3.06 2.16
H 4.18 -2.64 1.77
H 2.89 -1.99 0.77
H 3.51 -3.76 -0.37
*
```


6 unconnected molecules or ions with the total composition C45H64N2O3P2S at a distorted geometry. Source: the OMol25 dataset; level of theory: wB97M-V/def2-TZVPD.

Computed properties:
Max |F| ... 4.3 eV/Å
Lowest unoccupied orbital energy ... 0.36 eV
Kohn-Sham gap ... 0.299 Eh
SMILES string ... CCCCCCC[C@H](NC)[C@@H](CCOC(C)=O)O[C@@H]([PH2]=N)[PH2]=S.c1ccccc1.c1ccccc1.c1ccccc1.c1ccccc1.c1ccccc1

The geometry in ORCA input format:
```
! RIJCOSX wB97M-V def2-TZVPD def2/J DEFGRID3
* xyz 0 1
C 0.00 1.26 1.03
C 0.94 0.75 -0.13
C 1.89 1.90 -0.42
C 3.14 1.52 -1.24
C 3.50 2.48 -2.39
C 3.43 3.98 -2.05
C 4.82 4.62 -1.75
C 4.67 5.65 -0.61
N 5.83 6.54 -0.39
C 7.04 6.22 -1.16
C 4.33 5.01 0.75
C 5.58 4.31 1.33
C 5.32 2.87 1.70
O 4.54 2.76 2.88
C 4.26 1.48 3.25
C 5.30 0.40 3.17
O 3.20 1.25 3.67
O 4.00 6.09 1.65
C 2.65 6.19 2.09
P 1.40 6.48 0.71
N 0.05 7.11 1.22
P 2.08 4.81 3.22
S 0.42 5.28 4.15
H -0.22 2.30 0.79
H -0.94 0.73 1.09
H 0.58 1.28 1.95
H 1.42 -0.16 0.24
H 0.28 0.58 -0.98
H 2.24 2.29 0.54
H 1.34 2.68 -0.95
H 2.92 0.55 -1.71
H 4.01 1.34 -0.63
H 4.49 2.20 -2.73
H 2.84 2.30 -3.24
H 3.04 4.48 -2.94
H 2.74 4.23 -1.25
H 5.11 5.11 -2.67
H 5.55 3.86 -1.49
H 3.83 6.29 -0.88
H 5.52 7.47 -0.64
H 7.83 6.87 -0.78
H 6.92 6.48 -2.21
H 7.39 5.21 -1.01
H 3.55 4.24 0.69
H 5.87 4.83 2.23
H 6.42 4.32 0.64
H 4.93 2.31 0.84
H 6.30 2.42 1.91
H 6.21 0.75 3.66
H 5.55 0.18 2.13
H 4.95 -0.49 3.66
H 2.59 7.09 2.69
H 1.09 5.26 0.08
H 2.01 7.41 -0.16
H -0.10 8.02 0.80
H 3.08 4.53 4.17
H 1.85 3.62 2.50
C 7.84 0.72 -0.84
C 7.14 0.75 -2.04
C 6.72 -0.43 -2.64
C 6.98 -1.64 -2.03
C 7.67 -1.68 -0.82
C 8.10 -0.50 -0.23
H 8.17 1.64 -0.38
H 6.93 1.71 -2.52
H 6.18 -0.40 -3.58
H 6.65 -2.56 -2.49
H 7.87 -2.63 -0.34
H 8.65 -0.53 0.71
C -2.50 -1.40 -0.89
C -1.57 -2.34 -0.46
C -1.49 -3.57 -1.09
C -2.33 -3.86 -2.16
C -3.25 -2.92 -2.59
C -3.34 -1.69 -1.95
H -2.57 -0.44 -0.39
H -0.92 -2.10 0.37
H -0.77 -4.31 -0.75
H -2.26 -4.82 -2.66
H -3.91 -3.14 -3.42
H -4.07 -0.96 -2.28
C -4.38 -6.98 -0.06
C -3.64 -6.01 0.60
C -3.57 -6.00 1.98
C -4.23 -6.97 2.72
C -4.97 -7.95 2.06
C -5.05 -7.95 0.68
H -4.43 -6.99 -1.14
H -3.11 -5.25 0.02
H -2.99 -5.23 2.49
H -4.18 -6.97 3.80
H -5.49 -8.71 2.63
H -5.63 -8.71 0.17
C -10.43 -9.29 1.92
C -11.15 -9.38 0.73
C -10.62 -8.84 -0.44
C -9.39 -8.21 -0.42
C -8.67 -8.12 0.77
C -9.20 -8.66 1.94
H -10.84 -9.71 2.83
H -12.11 -9.87 0.72
H -11.18 -8.90 -1.36
H -8.98 -7.79 -1.33
H -7.70 -7.64 0.78
H -8.64 -8.59 2.86
C -8.49 2.08 -1.88
C -7.27 2.13 -2.53
C -6.19 1.41 -2.03
C -6.34 0.65 -0.88
C -7.56 0.60 -0.23
C -8.64 1.32 -0.73
H -9.33 2.64 -2.27
H -7.15 2.72 -3.43
H -5.23 1.46 -2.53
H -5.49 0.09 -0.49
H -7.68 0.00 0.66
H -9.59 1.28 -0.22
*
```